No. 1
C27H63N3O3 | ωB97M-V/def2-TZVPD

The value obtained for the gap between HOMO and LUMO (alpha / beta) is 0.0598 / 0.3127 hartree.

```
! RIJCOSX wB97M-V def2-TZVPD def2/J DEFGRID3
* xyz -1 2
C -0.20445 -3.36508 -1.47715
C 1.09703 -3.53607 -2.21857
N 0.99966 -3.24238 -3.63941
C 2.01027 -3.88832 -4.41313
C 1.58148 -5.36209 -4.67870
C 1.06962 -1.75514 -3.81558
C 0.60732 -1.36772 -5.17685
H -1.00730 -3.88470 -2.00014
H -0.52715 -2.33854 -1.30336
H -0.12879 -3.82424 -0.49148
H 1.88894 -2.94798 -1.75475
H 1.49955 -4.53238 -2.03572
H 2.16529 -3.56261 -5.44171
H 2.96722 -3.83869 -3.89363
H 1.63072 -6.02059 -3.81150
H 0.60251 -5.37105 -5.15790
H 2.24325 -5.88065 -5.37243
H 2.00796 -1.27536 -3.53734
H 0.43913 -1.26192 -3.07578
H -0.45459 -1.53319 -5.35869
H 1.23219 -1.72704 -5.99448
H 0.75396 -0.28763 -5.17464
C -3.32618 -0.41252 -2.99755
C -3.93423 0.79479 -2.25076
N -3.09318 1.20265 -1.10674
C -2.84835 0.11682 -0.10739
C -4.12598 -0.45370 0.49657
C -3.59547 2.39434 -0.40832
C -3.28940 3.61674 -1.22150
H -3.31979 -1.23855 -2.28641
H -2.27196 -0.28822 -3.24506
H -3.86750 -0.71180 -3.89505
H -3.95870 1.60911 -2.97490
H -4.96168 0.59121 -1.94910
H -2.28113 -0.70323 -0.54770
H -2.18419 0.48556 0.67428
H -3.86259 -1.15294 1.29017
H -4.71659 0.34023 0.95369
H -4.70590 -0.93299 -0.29215
H -3.16795 2.58284 0.57646
H -4.67880 2.29481 -0.34066
H -2.21430 3.73556 -1.35625
H -3.70220 4.53773 -0.80984
H -3.57128 3.56811 -2.27329
C 0.90274 -3.81701 5.73756
C 1.84014 -3.83224 4.52615
N 2.36363 -2.52317 4.10875
C 1.34117 -1.52175 3.67377
C 1.92391 -0.09406 3.48876
C 3.44747 -2.65006 3.13847
C 3.01112 -3.20257 1.75470
H 1.14346 -3.01328 6.43338
H 1.09223 -4.75057 6.26734
H -0.17771 -3.84017 5.59545
H 2.66581 -4.45792 4.86511
H 1.37093 -4.37753 3.70725
H 0.82420 -1.92590 2.80342
H 0.57343 -1.46808 4.44565
H 2.51612 0.23371 4.34313
H 2.59836 -0.11580 2.63275
H 1.12133 0.59718 3.23155
H 4.22189 -3.33343 3.48685
H 3.96685 -1.69205 3.11508
H 2.42488 -4.12145 1.74621
H 3.84305 -3.24640 1.05180
H 2.39422 -2.46458 1.24196
C 0.43874 -0.05704 -0.54238
C 1.10582 1.26886 -0.21721
O 2.26411 1.54768 -0.49772
C 0.25130 2.28628 0.53831
H 1.13461 -0.72311 -1.05248
H -0.42267 0.17109 -1.17011
H 0.15236 -0.54281 0.39042
H 0.04534 1.93881 1.55071
H -0.63392 2.48204 -0.06680
H 0.80293 3.22437 0.59991
C 2.83071 5.89979 -2.37201
C 2.54522 5.58898 -0.92332
O 1.42714 5.52336 -0.46306
C 3.73461 5.22608 -0.06007
H 3.22474 4.99210 -2.82911
H 3.63157 6.63451 -2.45509
H 1.86772 6.24152 -2.75143
H 3.93370 4.15845 0.03275
H 3.55273 5.57866 0.95517
H 4.60429 5.77575 -0.42008
C -1.80805 4.62886 2.94951
C -2.27911 3.25024 3.42806
O -1.52595 2.24421 3.46741
C -3.73865 3.10152 3.85912
H -0.88010 4.58167 2.37962
H -1.69833 5.23833 3.84651
H -2.64266 5.04887 2.38816
H -4.31227 3.19659 2.93715
H -3.96758 3.80859 4.65645
H -3.84380 2.12936 4.34073
*
```

No. 2
C27H63N9O9 | ωB97M-V/def2-TZVPD

The relative energy (zero: lowest compared OMol25 entry of this formula, charge and spin) is 142.1 kcal per mole. The value obtained for the gap between HOMO and LUMO (alpha / beta) is 0.0713 / 0.3260 hartree.

```
! RIJCOSX wB97M-V def2-TZVPD def2/J DEFGRID3
* xyz -1 2
C 19.07036 28.07907 1.47175
O 19.75359 27.98673 0.43562
N 18.34512 27.02263 1.83665
C 17.37818 27.25937 2.88531
C 18.37285 25.72140 1.25024
H 18.97827 28.99632 2.07373
H 17.73114 26.66317 3.72677
H 16.43500 26.81558 2.56662
H 17.25659 28.27664 3.25744
H 18.84470 25.07804 1.99290
H 17.42923 25.30201 0.90122
H 19.12643 25.65054 0.46590
C 19.56646 19.34874 -4.89181
O 20.52222 19.07750 -5.66500
N 18.28681 18.96243 -5.07588
C 17.90835 18.17212 -6.18652
C 17.37660 19.33716 -4.04624
H 19.64991 19.85483 -3.91758
H 17.10842 18.59153 -6.79668
H 17.69245 17.13304 -5.93793
H 18.75843 18.06209 -6.85984
H 17.07120 20.38329 -4.02504
H 16.52167 18.66598 -4.12815
H 17.80195 19.17980 -3.05507
C 24.92127 21.11048 -0.99623
O 24.21086 20.16024 -1.12562
N 25.47650 21.42161 0.15598
C 26.62082 22.29474 0.23297
C 25.38537 20.55560 1.34850
H 25.30241 21.70657 -1.83979
H 26.76956 22.82834 1.17172
H 26.52323 23.07991 -0.51675
H 27.48605 21.67015 0.01078
H 24.47931 19.95442 1.27266
H 26.27013 19.93710 1.49934
H 25.32137 21.12739 2.27427
C 15.88994 23.74435 -3.91462
O 16.88354 23.50925 -4.59309
N 14.82173 24.40087 -4.36107
C 14.68287 25.08868 -5.68600
C 13.50367 24.12979 -3.72862
H 15.68202 23.39714 -2.89069
H 14.22693 26.02287 -5.35810
H 13.89368 24.63848 -6.28816
H 15.60996 25.33906 -6.20165
H 13.52396 23.45121 -2.87584
H 12.80987 24.93485 -3.48655
H 12.95871 23.51544 -4.44534
C 21.96401 22.46796 -2.64136
O 22.57315 22.58531 -3.71188
N 20.64280 22.62966 -2.53545
C 19.90860 22.25607 -1.28974
C 19.79911 23.14275 -3.65688
H 22.46982 22.19494 -1.70231
H 19.47253 23.19229 -0.94126
H 20.53338 21.83134 -0.50402
H 19.06787 21.60213 -1.52132
H 19.20289 22.33127 -4.07417
H 19.22803 23.98364 -3.26335
H 20.38387 23.56638 -4.47339
C 21.57826 17.99513 -0.72118
O 21.13069 17.43991 -1.71062
N 21.95596 17.32792 0.31411
C 22.42308 18.05958 1.50421
C 21.87660 15.83090 0.46678
H 21.67773 19.06650 -0.48779
H 22.77632 19.05378 1.23056
H 23.26731 17.51149 1.92251
H 21.66773 18.03002 2.28949
H 21.12219 15.51403 1.18689
H 21.43770 15.41479 -0.44003
H 22.79283 15.29959 0.72437
C 16.18192 22.00890 -7.43308
O 15.02533 21.63931 -7.61034
N 16.97217 22.89162 -8.11926
C 18.28501 23.34250 -7.67390
C 16.61559 23.47058 -9.38034
H 16.70060 21.71658 -6.50695
H 18.00354 24.34144 -7.34076
H 19.00175 23.48797 -8.48213
H 18.70841 22.79431 -6.83228
H 16.58370 24.55944 -9.41850
H 17.27850 22.97907 -10.09242
H 15.61876 23.18565 -9.71687
C 20.59073 26.20659 -6.89206
O 20.24164 26.51144 -8.03412
N 19.82690 26.30338 -5.78718
C 20.37964 26.27616 -4.42563
C 18.42315 26.82303 -5.84099
H 21.56340 25.82131 -6.54903
H 19.66756 26.15767 -3.60893
H 20.71769 27.28875 -4.20545
H 21.19628 25.58073 -4.23179
H 17.67820 26.19271 -5.35533
H 18.46086 27.76017 -5.28562
H 18.10553 27.05908 -6.85661
C 25.72519 19.30442 -4.63736
O 26.51773 18.72050 -3.90802
N 24.49837 18.90567 -4.79406
C 24.04447 17.57529 -4.26726
C 23.53627 19.84123 -5.37241
H 25.96387 20.19463 -5.23966
H 24.41277 17.32188 -3.27316
H 24.20619 16.79827 -5.01438
H 22.95869 17.57500 -4.17143
H 22.68198 20.01663 -4.71855
H 23.95909 20.83925 -5.48756
H 23.25749 19.53898 -6.38187
*
```